# 1
{
  "formula": "C36H63N8O2S2Tl",
  "method": "the ωB97M-V functional and the def2-TZVPD basis",
  "elements": ["Tl", "C", "C", "C", "C", "C", "C", "C", "C", "C", "C", "C", "C", "C", "C", "C", "C", "C", "H", "H", "H", "H", "H", "H", "H", "H", "H", "H", "H", "H", "H", "H", "H", "H", "H", "H", "H", "H", "H", "H", "H", "H", "H", "H", "H", "H", "H", "N", "C", "C", "N", "C", "C", "N", "H", "H", "H", "H", "H", "H", "H", "H", "H", "H", "H", "H", "H", "C", "C", "N", "C", "C", "N", "C", "C", "H", "H", "H", "H", "H", "H", "H", "H", "H", "H", "H", "H", "H", "N", "C", "C", "C", "C", "C", "C", "S", "O", "O", "N", "C", "S", "C", "C", "N", "H", "H", "H", "H", "H", "H", "H", "H"],
  "coordinates": [[-0.1623, -0.6971, 0.6210], [-1.0174, 0.3186, -2.6328], [0.2201, 0.3515, -3.2209], [0.9485, 1.5358, -2.6054], [0.0529, 2.1443, -1.7737], [-1.1942, 1.4556, -1.7979], [-2.4825, 2.0053, -1.3182], [-2.2911, 2.9137, -0.0994], [-3.0214, 2.8445, -2.5062], [-3.4968, 0.9081, -0.9944], [2.3140, 2.1375, -2.8136], [2.2145, 3.0962, -4.0169], [2.7090, 2.9656, -1.5742], [3.4437, 1.1302, -3.0425], [0.6049, -0.6177, -4.3099], [1.6008, -1.6526, -3.7499], [1.1670, 0.0787, -5.5580], [-0.6267, -1.4032, -4.7958], [-1.7937, -0.3874, -2.8383], [0.2159, 3.0395, -1.2116], [-1.6971, 3.7893, -0.3459], [-1.8024, 2.3662, 0.7044], [-3.2598, 3.2611, 0.2503], [-2.2912, 3.5877, -2.8168], [-3.9295, 3.3573, -2.1989], [-3.2516, 2.1984, -3.3499], [-3.1492, 0.3052, -0.1577], [-3.6738, 0.2616, -1.8479], [-4.4462, 1.3611, -0.7224], [1.4162, 3.8177, -3.8625], [2.0080, 2.5604, -4.9363], [3.1499, 3.6360, -4.1379], [2.1547, 3.8967, -1.5210], [3.7641, 3.2212, -1.6311], [2.5342, 2.4005, -0.6590], [3.3117, 0.5704, -3.9583], [3.5067, 0.4366, -2.2044], [4.3919, 1.6575, -3.1276], [2.4377, -1.1915, -3.2399], [1.9821, -2.2666, -4.5620], [1.0846, -2.2991, -3.0429], [2.1528, 0.4989, -5.4104], [0.4935, 0.8688, -5.8790], [1.2418, -0.6462, -6.3642], [-1.0633, -2.0103, -4.0065], [-0.3322, -2.0754, -5.5988], [-1.3791, -0.7232, -5.1885], [-0.2386, -2.3191, 2.8330], [0.0991, -3.7335, 2.6287], [-0.5931, -4.2638, 1.3695], [-0.2585, -3.5209, 0.1466], [0.7359, -4.1784, -0.7035], [2.1524, -4.1184, -0.1132], [2.6635, -2.7762, 0.1236], [0.1758, -1.9910, 3.6992], [-1.2471, -2.2591, 2.9623], [-0.2490, -4.3590, 3.4598], [1.1877, -3.8138, 2.5678], [-1.6664, -4.1623, 1.5346], [-0.3645, -5.3319, 1.2648], [-1.1167, -3.4428, -0.3906], [0.7335, -3.6742, -1.6753], [0.4910, -5.2349, -0.8694], [2.8343, -4.6233, -0.7982], [2.1818, -4.6471, 0.8393], [2.6747, -2.2647, -0.7526], [2.0161, -2.2990, 0.7476], [5.4169, 0.5142, 1.5943], [4.0919, -0.0007, 0.9879], [3.1060, -0.1903, 2.0333], [3.5875, -1.1915, 2.9658], [4.9041, -0.7135, 3.6293], [5.2326, 0.6189, 3.0636], [4.1492, 1.5811, 3.3868], [2.8510, 1.0605, 2.7182], [5.6847, 1.4951, 1.2026], [6.2382, -0.1727, 1.3923], [4.2360, -0.9611, 0.4922], [3.7050, 0.7123, 0.2598], [3.7437, -2.1182, 2.4103], [2.8158, -1.3629, 3.7163], [5.7273, -1.3962, 3.4173], [4.7987, -0.6233, 4.7119], [6.1044, 0.9513, 3.4814], [4.4273, 2.5666, 3.0106], [4.0450, 1.6390, 4.4725], [2.4652, 1.7778, 1.9929], [2.0661, 0.9034, 3.4580], [-8.1402, 1.8019, 0.8431], [-7.1690, 0.9513, 1.2533], [-6.6648, -0.0405, 0.3912], [-5.5876, -0.8087, 0.7727], [-5.0065, -0.6165, 2.0159], [-5.5282, 0.3103, 2.9061], [-6.5997, 1.0885, 2.5323], [-3.4638, -1.3968, 2.3790], [-3.1811, -2.4489, 1.4375], [-3.2996, -1.7078, 3.7770], [-2.3765, -0.2144, 1.9910], [-1.8594, 0.5585, 2.9028], [-2.4884, 0.7020, 4.5670], [-1.2668, 1.8652, 4.8667], [-0.4715, 2.0333, 3.7689], [-0.7930, 1.3070, 2.6825], [-8.6331, 1.6206, -0.0146], [-8.5917, 2.4064, 1.5083], [-7.1258, -0.1883, -0.5736], [-5.1873, -1.5804, 0.1374], [-5.0936, 0.4012, 3.8893], [-7.0125, 1.8135, 3.2190], [-1.1860, 2.3448, 5.8207], [0.3581, 2.7142, 3.7084]],
  "forces_ev_per_a": [[-0.435, -0.051, 0.605], [0.629, -1.027, -0.818], [-1.853, -1.023, -0.269], [-0.085, 1.643, 1.235], [1.320, 0.183, -0.138], [-0.710, 0.680, -0.340], [-0.007, -0.348, 0.625], [0.209, -0.075, -0.083], [0.445, -0.085, -0.488], [0.214, -0.108, -0.100], [0.381, 0.120, 0.045], [-0.143, -0.078, -0.045], [-0.137, -0.062, -0.133], [-0.214, -0.053, -0.054], [-0.045, -0.327, -0.269], [-0.109, 0.162, 0.185], [0.040, 0.148, 0.208], [0.082, 0.144, 0.134], [-0.152, -0.136, -0.119], [0.096, 0.150, 0.151], [0.072, 0.159, -0.001], [-0.006, 0.033, 0.168], [-0.098, -0.037, 0.007], [-0.001, 0.153, -0.089], [-0.034, -0.065, 0.218], [-0.055, 0.020, -0.125], [-0.074, 0.021, 0.073], [-0.101, -0.115, -0.181], [-0.035, 0.056, 0.071], [-0.041, 0.115, 0.028], [0.010, -0.010, -0.149], [0.139, 0.019, 0.020], [-0.087, 0.130, 0.087], [0.076, 0.040, -0.058], [0.002, -0.006, 0.097], [0.069, -0.152, -0.024], [0.108, -0.108, 0.043], [0.004, 0.077, 0.047], [0.174, -0.022, 0.022], [0.029, -0.039, -0.097], [0.018, -0.027, 0.008], [0.096, 0.081, -0.028], [-0.059, 0.121, -0.134], [-0.007, -0.078, -0.035], [-0.082, -0.054, 0.071], [0.062, -0.022, -0.003], [-0.143, -0.001, -0.049], [0.055, 0.025, -0.192], [-0.090, -0.077, -0.232], [0.130, 0.050, 0.345], [-0.215, -0.061, -0.092], [0.371, -0.029, 0.169], [-0.236, -0.077, -0.215], [-0.016, 0.115, 0.181], [-0.082, 0.093, -0.008], [0.163, 0.087, 0.188], [0.156, 0.058, -0.006], [-0.034, -0.107, -0.013], [0.057, -0.084, -0.031], [-0.015, 0.051, -0.032], [0.035, 0.059, 0.050], [0.001, -0.117, 0.105], [-0.078, 0.003, -0.059], [-0.017, -0.128, 0.066], [0.024, -0.182, -0.080], [-0.083, 0.118, 0.003], [0.127, 0.112, -0.138], [0.141, -0.032, -0.852], [0.016, -0.082, -0.155], [-0.304, -0.127, -0.198], [-0.075, -0.177, 0.038], [-0.214, -0.863, 0.362], [0.534, 0.209, 0.293], [-0.695, 0.582, 0.147], [-0.199, 0.094, 0.076], [0.050, 0.028, 0.188], [0.045, 0.056, 0.177], [0.072, 0.066, -0.004], [0.031, 0.012, 0.018], [0.031, 0.039, 0.097], [0.070, -0.019, 0.051], [0.057, 0.162, 0.003], [0.117, 0.148, -0.112], [-0.110, -0.056, -0.039], [0.152, -0.116, 0.043], [0.170, -0.050, -0.111], [0.033, 0.051, 0.049], [0.031, 0.039, 0.015], [-0.435, 0.284, -0.213], [0.562, -0.239, 0.108], [-0.107, 0.161, 0.189], [-0.038, -0.117, 0.156], [0.405, -0.548, 0.139], [-0.055, -0.036, 0.118], [-0.055, -0.071, -0.149], [0.815, 1.394, -0.379], [-0.423, -0.252, -0.490], [-0.642, -0.295, 0.024], [-0.754, -1.858, -1.723], [0.133, 0.826, 2.062], [0.621, 0.283, -0.410], [0.693, 0.407, -0.444], [-0.371, 0.475, 1.615], [-0.232, -0.760, -1.155], [-0.033, 0.004, 0.126], [-0.006, -0.088, -0.068], [-0.058, -0.037, -0.123], [0.025, -0.077, -0.250], [-0.058, 0.105, 0.086], [-0.008, 0.053, 0.070], [0.072, 0.155, 0.192], [0.184, 0.207, 0.105]],
  "lowdin_charge": [0.8793, -0.0076, -0.0062, -0.0138, 0.0110, -0.0977, -0.5188, -0.0078, 0.0182, -0.0245, -0.5134, -0.0018, -0.0426, -0.0294, -0.5116, -0.0048, -0.0210, -0.0428, 0.1169, 0.1225, 0.0890, 0.0631, 0.1065, 0.0966, 0.1101, 0.0982, 0.0523, 0.0931, 0.0964, 0.0981, 0.0706, 0.1043, 0.0906, 0.0944, 0.0690, 0.0602, 0.0757, 0.1005, 0.0562, 0.1095, 0.0611, 0.0587, 0.1018, 0.1005, 0.0860, 0.1003, 0.1012, -0.0148, -0.2295, -0.2019, -0.1271, -0.2095, -0.2438, 0.0093, 0.0881, 0.0250, 0.1284, 0.0940, 0.1030, 0.1290, 0.1012, 0.0891, 0.1238, 0.1200, 0.1030, 0.0573, -0.0276, -0.0506, -0.1432, -0.1697, -0.1316, -0.0505, -0.0925, -0.0489, -0.1385, 0.1393, 0.1422, 0.1078, 0.1021, 0.1159, 0.1289, 0.1422, 0.1425, 0.2003, 0.1407, 0.1433, 0.1245, 0.1153, 0.1256, -0.3146, -0.0286, -0.0869, -0.2973, -0.0626, -0.0074, 0.5778, -0.3227, -0.3572, -0.2376, -0.7703, 1.0766, -0.4094, -0.3039, -0.0513, 0.1052, 0.1071, 0.1156, 0.1135, 0.0782, 0.1178, 0.0571, 0.0905],
  "charge": 2,
  "e_tot_ev": -80718.926,
  "e_above_lowest_ev": 0.993,
  "gap_ev": [3.272, 3.270]
}

***

# 2
{
  "formula": "C17H44BaFO17S5",
  "method": "the ωB97M-V functional and the def2-TZVPD basis",
  "elements": ["Ba", "F", "O", "C", "C", "O", "H", "H", "H", "H", "O", "S", "O", "O", "C", "C", "C", "H", "H", "H", "H", "H", "H", "H", "H", "O", "S", "O", "O", "C", "C", "C", "H", "H", "H", "H", "H", "H", "H", "H", "O", "S", "O", "O", "C", "C", "C", "H", "H", "H", "H", "H", "H", "H", "H", "O", "S", "O", "O", "C", "C", "C", "H", "H", "H", "H", "H", "H", "H", "H", "O", "S", "O", "O", "C", "C", "C", "H", "H", "H", "H", "H", "H", "H", "H"],
  "coordinates": [[-10.9698, 16.4828, 10.9850], [-10.6071, 16.8218, 15.5093], [-7.8227, 19.9087, 9.5162], [-7.2287, 19.6587, 8.2567], [-8.0705, 19.2792, 6.9653], [-8.9108, 18.1634, 6.8775], [-6.6717, 18.7325, 8.3984], [-6.4883, 20.4481, 8.1276], [-7.3020, 19.2193, 6.1946], [-8.6243, 20.1757, 6.6866], [-17.3142, 15.8781, 13.4806], [-18.6594, 15.3169, 13.5232], [-18.9098, 13.9261, 13.1928], [-19.2976, 15.5096, 15.0359], [-20.7198, 15.4334, 15.2166], [-20.9558, 14.4825, 16.3356], [-19.7512, 16.3548, 12.4985], [-21.2568, 15.1898, 14.2999], [-21.0421, 16.3872, 15.6342], [-22.0063, 14.1973, 16.3920], [-20.6111, 14.9381, 17.2639], [-20.3497, 13.5800, 16.2572], [-19.4238, 16.3592, 11.4588], [-19.8190, 17.3567, 12.9225], [-20.6859, 15.8239, 12.3176], [-10.4345, 9.9761, 15.9558], [-11.8201, 10.1571, 15.5034], [-12.2113, 10.8996, 14.2924], [-12.5389, 8.6525, 15.4270], [-12.2810, 7.6605, 16.4686], [-13.3495, 6.5977, 16.2075], [-12.7681, 10.7552, 16.9527], [-12.4260, 8.1976, 17.4059], [-11.2692, 7.2559, 16.4447], [-14.3615, 6.9896, 16.3092], [-13.2089, 5.7853, 16.9205], [-13.2520, 6.1870, 15.2026], [-12.7662, 11.8447, 16.9851], [-12.4618, 10.3582, 17.9204], [-13.7816, 10.3867, 16.7939], [-7.2651, 12.5549, 9.2716], [-6.1423, 11.7772, 8.7368], [-5.1139, 11.2277, 9.6635], [-6.6832, 10.4551, 7.8654], [-7.8696, 10.6884, 7.1090], [-8.4948, 9.3976, 6.5223], [-5.2634, 12.6988, 7.4469], [-7.6194, 11.3796, 6.3042], [-8.6678, 11.2141, 7.6331], [-8.7331, 8.8076, 7.4074], [-7.7775, 8.7983, 5.9616], [-9.3754, 9.4774, 5.8848], [-4.7109, 13.5173, 7.9084], [-6.0402, 13.0917, 6.7910], [-4.6731, 12.0369, 6.8131], [-13.4244, 23.7697, 11.9162], [-14.1026, 23.2876, 10.7295], [-14.2645, 21.8469, 10.4822], [-15.6281, 24.0070, 10.7183], [-16.5027, 23.7366, 9.6510], [-17.8353, 24.3524, 9.9133], [-13.3302, 24.1085, 9.2668], [-16.5907, 22.6822, 9.3892], [-16.0013, 24.2186, 8.8117], [-17.8122, 25.4084, 10.1828], [-18.2359, 23.9900, 10.8600], [-18.6538, 24.1185, 9.2324], [-13.7264, 23.6928, 8.3404], [-12.2666, 23.8994, 9.3817], [-13.5241, 25.1724, 9.4032], [-14.6907, 15.4008, 7.0498], [-15.5425, 15.1853, 5.8934], [-16.5876, 14.2123, 5.9213], [-16.0872, 16.6906, 5.3521], [-15.1892, 17.7484, 5.1877], [-15.9260, 18.9163, 4.5186], [-14.4085, 14.7358, 4.4556], [-14.3940, 17.4541, 4.5027], [-14.9096, 17.9765, 6.2163], [-16.2612, 18.9323, 3.4816], [-15.3310, 19.8296, 4.5234], [-16.8219, 19.0890, 5.1149], [-14.0653, 13.7372, 4.7259], [-13.5818, 15.4460, 4.4367], [-15.0362, 14.8280, 3.5692]],
  "forces_ev_per_a": [[0.710, 0.682, 0.347], [-0.137, -0.137, -0.754], [-0.303, -0.521, -1.941], [-0.961, -0.662, 3.225], [-1.455, -0.994, -0.723], [1.140, 1.174, 1.157], [0.523, -0.557, -0.192], [0.113, 0.345, -1.011], [0.748, -0.090, -0.340], [-0.427, 0.713, 0.222], [-2.286, -0.897, 0.560], [0.084, -0.227, 0.016], [0.356, 1.315, 0.031], [1.298, 0.742, -1.723], [0.066, 0.197, 0.436], [0.171, -1.048, 0.638], [0.105, -0.779, -0.293], [0.160, -0.060, 0.083], [-0.034, 0.424, -0.750], [-0.006, 0.099, 0.203], [-0.319, 0.069, 0.102], [-0.152, -0.119, -0.385], [0.995, 0.262, 0.262], [-0.139, -0.211, -0.095], [-0.295, 0.220, 0.900], [-2.069, 0.321, -1.298], [0.137, -0.354, 0.875], [0.906, -1.943, 2.578], [1.073, 1.238, -0.768], [-0.905, 0.666, -0.478], [0.456, 0.013, 0.345], [-0.452, 0.096, -0.623], [0.000, -0.436, 0.281], [0.004, 0.200, -0.312], [0.122, 0.114, 0.074], [-0.096, -0.079, 0.028], [0.123, 0.079, 0.019], [0.154, -0.095, -0.176], [0.626, -0.065, -0.383], [-0.061, 0.272, -0.207], [1.711, -1.390, -1.244], [1.508, -1.054, 1.994], [-2.650, 1.155, -2.319], [0.028, 1.077, 1.237], [-1.346, 0.523, -1.922], [1.272, -0.450, 1.139], [-1.139, -0.181, -0.169], [0.167, -0.016, -0.306], [0.333, -0.125, 0.719], [-0.346, -0.290, -0.140], [0.226, 0.176, -0.038], [0.024, 0.696, 0.294], [-0.026, -0.253, 0.025], [-0.045, 0.307, 0.148], [0.236, -0.123, 0.599], [-1.235, -0.482, -1.461], [-0.523, -0.686, -0.378], [0.146, 2.572, 0.325], [1.991, -0.836, 1.682], [0.522, 0.163, -1.740], [-1.120, 0.260, 1.765], [-0.397, -0.584, 1.208], [0.099, -0.194, 0.442], [-0.426, 0.009, -0.631], [0.317, 0.266, -0.816], [0.168, -0.628, 0.222], [0.520, 0.157, -0.539], [0.019, 0.081, 0.190], [-0.069, -0.034, -0.111], [0.003, -0.103, -0.160], [-1.149, -0.024, -0.871], [2.844, 1.335, -1.275], [-0.334, 1.010, -0.006], [-1.709, -3.659, 0.311], [0.313, 0.838, -0.751], [-0.513, 0.718, 0.782], [-1.175, 0.752, 1.524], [0.507, -0.047, 0.536], [0.829, 0.614, -0.404], [0.195, -1.244, -0.123], [0.289, -0.063, 0.593], [-0.057, 0.284, 0.024], [-0.107, 0.048, -0.371], [-0.086, -0.148, 0.074], [0.210, -0.395, 0.012]],
  "lowdin_charge": [1.2526, -0.9396, -0.3293, -0.4037, -0.4567, -0.3805, 0.0778, 0.0717, 0.0614, 0.0702, -0.2823, 0.6595, -0.2998, -0.2653, -0.2967, -0.0801, -0.1252, 0.1071, 0.1217, 0.0835, 0.0835, 0.0864, 0.0718, 0.0784, 0.0569, -0.3101, 0.6984, -0.2930, -0.3111, -0.2487, -0.0689, -0.1185, 0.0978, 0.1192, 0.0780, 0.0748, 0.0795, 0.0754, 0.0612, 0.0652, -0.3066, 0.6971, -0.3172, -0.2565, -0.3002, -0.0612, -0.1127, 0.1050, 0.1107, 0.0752, 0.0699, 0.0770, 0.0791, 0.0612, 0.0737, -0.2815, 0.6897, -0.3108, -0.2693, -0.3241, -0.0773, -0.1024, 0.1217, 0.1038, 0.0808, 0.0784, 0.0820, 0.0645, 0.0734, 0.0691, -0.3163, 0.6633, -0.2765, -0.2850, -0.2905, -0.0653, -0.0903, 0.1088, 0.1259, 0.0742, 0.0770, 0.0748, 0.0643, 0.0551, 0.0652],
  "charge": -1,
  "e_tot_ev": -110724.045,
  "e_above_lowest_ev": 11.296,
  "gap_ev": 2.449
}

***

# 3
{
  "formula": "O3S",
  "method": "the ωB97M-V functional and the def2-TZVPD basis",
  "elements": ["O", "S", "O", "O"],
  "coordinates": [[0.3150, 0.0789, -1.3865], [0.0245, 0.0539, 0.0403], [-1.3824, 0.1948, 0.4304], [1.0144, -0.3903, 0.9103]],
  "forces_ev_per_a": [[-0.256, 0.551, 2.108], [-4.033, -0.678, -3.682], [2.922, 0.203, -0.219], [1.367, -0.077, 1.793]],
  "nbo_charge": [-0.8056, 2.4036, -0.7944, -0.8036],
  "charge": 0,
  "e_tot_ev": -16976.093,
  "e_above_lowest_ev": 0.000,
  "gap_ev": 10.819
}